[1]
50
Properties=species:S:1:pos:R:3 method="wB97M-V/def2-TZVPD" e_lumo_ev=-8.76 relative_energy_kcal_mol=223.2 total_charge=+1
C 1.6930 -3.3154 -4.5864
H 3.0780 -2.4000 -3.1730
H -2.1118 4.1757 5.1298
H 1.4904 4.8706 -5.6385
H -0.7110 -4.0004 2.5992
H -3.5750 3.5122 2.1605
H -4.1163 4.2455 3.7514
O 0.2155 -2.1646 3.1449
Zn 0.5708 0.8305 0.1465
I 4.4379 1.9880 0.5241
H 1.4134 2.7502 -4.4575
C 2.2799 -3.1419 -3.1476
C -2.5168 2.6728 3.7475
H 1.6170 -4.5749 3.0340
H -1.7584 -4.3921 4.9734
H -2.8352 2.8682 5.9228
H 0.6155 -3.4672 -4.6502
H 0.6803 -5.2208 4.2660
C -1.3597 -3.4268 4.6614
C 2.6788 -4.5043 -2.5214
H 0.1708 2.7402 -6.3037
C -0.3719 3.1205 -5.4383
H -0.6653 4.0033 -3.0841
H -2.1741 -2.7721 4.3511
O -1.4867 3.0047 2.8854
H 2.1947 5.1442 -4.0510
C 0.9390 -4.2575 3.8263
H -1.0653 3.9480 -5.5883
H 1.9900 -5.0656 -1.8901
H -4.6490 2.6205 3.1851
O 0.0350 3.3479 -3.0441
H 0.5270 5.5721 -4.4016
H 1.4570 -3.7720 4.6535
H 2.9656 -5.2944 -3.2154
O 1.3174 -2.4802 -2.3915
H -1.1518 2.6345 5.4301
H 0.5847 -3.0754 -2.5657
C 0.6177 3.4767 -4.2922
C 1.2933 4.8150 -4.5679
H 0.4172 -1.7756 3.9991
C -0.3255 -3.4698 3.4698
C -2.1024 3.0858 5.1458
H -1.1171 2.3485 -5.2467
H 1.9355 -4.3143 -4.9490
H -1.3594 3.9451 3.0301
H 1.9998 -2.5543 -5.3039
H 3.5426 -4.4272 -1.8611
H -0.8862 -2.7839 5.4035
H -2.5842 1.5852 3.7222
C -3.8348 3.3449 3.2057


[2]
59
Properties=species:S:1:pos:R:3 method="wB97M-V/def2-TZVPD" e_lumo_ev=-3.92 total_charge=+1
H -0.8409 -2.5483 -1.5585
C 1.3761 -4.0562 1.4705
S -0.3811 -1.1471 2.7275
P -1.9253 -0.8476 1.6714
H 0.6791 0.9104 1.2380
H 1.8733 2.1883 1.3479
H 4.8814 3.4141 -2.7365
C 5.2606 -0.4849 -3.7315
H -0.8770 1.8817 2.4230
H 1.5115 -3.2654 -1.8793
H -5.0219 3.1203 3.1917
H 4.5393 -0.7111 -4.5214
H 5.9598 -1.3184 -3.6355
H 0.5717 1.2453 -2.4877
S 1.8346 -1.9639 -1.8537
H -3.3312 1.9426 4.3373
H -3.7998 -1.1305 2.7999
H 1.9646 0.8438 -1.4474
H -1.0893 -3.5953 1.2429
H -1.2744 -4.3551 -0.3384
C 3.8881 3.2857 -2.3127
S 0.3610 2.4843 -0.5260
O -3.2073 2.0893 3.3943
O 4.6213 -0.1861 -2.4963
H -1.6696 0.7446 -1.0247
O 0.6307 -4.2554 0.2777
O -2.3609 0.7001 1.4432
H 1.1773 -1.3984 0.4120
C -1.7555 -1.3059 -0.1570
C 0.6578 -1.4965 -0.5422
H 2.5294 4.4851 -1.5916
C -0.1714 2.6432 2.1125
N -1.1531 -0.0982 -0.7843
H 4.1139 -0.9523 -2.2128
O -3.2525 -1.5883 2.1484
H -4.9114 -2.5526 0.1194
C 0.8889 1.0270 -1.4633
H -3.6076 4.1366 3.5493
H 0.3022 3.0571 3.0022
O -4.0519 -2.7737 -0.2594
O -4.2023 -0.3078 -0.7380
C -0.6483 -3.6741 0.2428
H 0.7893 -4.3486 2.3468
H -3.7882 3.4001 1.9512
H 1.6974 -3.0171 1.5952
H 3.2569 2.7961 -3.0626
C 0.8203 1.9887 1.1509
C -0.6402 -2.3261 -0.5034
H 3.9769 2.6342 -1.4378
H -0.7464 3.4412 1.6370
H 2.2552 -4.6921 1.3942
O 3.4076 4.5747 -1.9736
S -3.0164 -1.9653 -2.9203
H -2.9174 1.1269 2.1242
C -3.9526 3.2497 3.0166
C 0.1239 -0.1557 -0.9505
H -3.8219 0.3239 -0.1102
H 5.8200 0.4024 -4.0188
P -3.3543 -1.6195 -1.0927


[3]
70
Properties=species:S:1:pos:R:3 method="wB97M-V/def2-TZVPD" e_lumo_ev=-3.11 total_charge=0
C 0.8646 -0.7145 1.7632
C -0.8554 2.3798 3.5579
H -2.7417 -0.1112 -0.8211
O 0.3223 -6.2760 0.2332
H -1.7957 2.9186 3.6741
O 1.0160 0.1912 3.8968
H 1.2568 -1.6454 -4.3994
N 0.5159 -1.6041 -3.7141
H -2.0473 -0.4974 -4.8218
C 0.0179 2.7204 2.4067
C -0.2124 -5.0901 0.4114
O 0.0471 2.4269 4.6531
H -1.1848 0.3733 -0.4087
H 3.5701 -0.2139 7.1832
F 1.3100 -0.7154 -7.5038
H -0.9135 -6.0083 2.1617
F -0.5003 0.9037 -8.3592
H -0.3715 2.3275 1.4675
C 3.2751 0.5668 7.8843
F 0.3941 2.6938 -6.8155
H 1.4071 1.6406 8.0777
O -2.1241 -1.7112 1.5598
H -0.1486 4.3422 -4.6887
H 1.7823 -0.1279 1.7212
F 0.3061 0.1174 -1.4226
C -0.0931 -3.8947 -0.4911
H 1.0427 2.3492 2.3964
C -0.8505 -2.8286 -0.1830
O -2.7023 -4.1356 2.8346
C -1.8589 -4.0502 1.9354
H 1.2415 3.7538 -4.3542
H -2.2521 1.1957 -4.8313
O 1.7258 1.2449 6.1227
C 1.8049 0.8302 7.4670
P 0.3835 0.9598 5.2118
F 1.6120 1.7411 -2.1046
H -0.7177 -1.9637 -0.8160
H 1.1154 -1.5311 1.0861
H -0.5171 -1.2735 3.2706
H 0.0750 -0.1024 1.3273
H 3.9168 1.4004 7.5987
H 1.1633 -0.0225 7.6890
H 0.6083 -0.7921 -3.1207
O -0.6821 0.3081 6.0310
F 1.9503 1.4537 -8.7338
H -3.4848 0.2139 -4.3945
As 0.9262 0.9852 -7.3005
H -0.0829 2.8630 -3.6818
H -2.0955 -0.6694 0.5143
O 0.4615 -3.7996 -1.6142
H -0.0356 3.8053 2.3156
H 0.3247 4.3095 -3.1717
C -0.9657 -5.0954 1.5870
F -0.4186 2.4093 -1.4524
N -2.6649 0.2860 -4.9800
F 2.3073 1.2496 -6.1770
H -0.4385 -1.7923 -3.9858
N 0.2932 3.7422 -4.0068
H 0.8426 -2.3642 -3.1348
F -0.0691 1.2057 -3.2903
F -0.0312 0.3253 -5.9609
N -2.1120 0.1501 -0.0759
H -2.8232 0.2217 -5.9754
H 1.1541 -1.8352 3.6238
H -1.2854 1.3818 3.4737
C 0.5373 -0.9985 3.2959
H -2.6676 0.8756 0.3542
B 0.3096 1.3776 -2.0053
H 3.4585 0.3450 8.9356
C -1.5962 -2.7222 1.0739


E_HOMO? In order: -12.48, -12.12, -5.31 eV.
Total energy? In order: -77658.69139, -92747.94403, -133303.37254 eV.